The following is a DFT calculation (ωB97M-V with the def2-TZVPD basis set) of a structure of composition C20H51BN6O9P at a distorted geometry.

Computed properties:
E_tot: -58894.058 eV
HOMO: -3.527 eV

```
! RIJCOSX wB97M-V def2-TZVPD def2/J DEFGRID3
* xyz -1 1
C -0.66 -1.08 2.96
N 0.15 -0.78 4.12
C 1.44 -0.26 3.70
C 1.46 1.21 3.35
O 1.74 2.03 4.43
P 2.00 3.69 3.81
O 2.54 2.96 2.26
C 2.47 1.55 2.27
B 2.10 1.04 0.82
O 2.50 -0.21 0.33
O 1.42 1.79 -0.09
C 0.25 2.50 0.30
H -0.11 -1.71 2.25
H -1.57 -1.61 3.25
H -0.98 -0.15 2.47
H 0.24 -1.57 4.73
H 1.79 -0.83 2.82
H 2.16 -0.39 4.51
H 0.48 1.53 2.96
H 2.20 5.00 3.22
H 0.61 3.71 3.36
H 1.60 4.30 5.04
H 3.38 3.65 4.25
H 3.46 1.19 2.59
H 2.10 -0.92 0.84
H -0.25 2.06 1.15
H -0.44 2.46 -0.54
H 0.48 3.54 0.50
C 0.81 3.41 -3.14
C -0.29 4.19 -3.83
O -0.83 5.16 -3.32
N -0.67 3.76 -5.07
C -0.15 2.64 -5.83
H 1.02 3.85 -2.17
H 0.51 2.37 -3.00
H 1.72 3.44 -3.74
H -1.40 4.31 -5.48
H 0.27 2.97 -6.78
H -0.94 1.92 -6.04
H 0.63 2.14 -5.26
C 1.36 -2.59 -5.11
C 1.37 -3.45 -3.87
O 1.11 -4.65 -3.92
N 1.67 -2.84 -2.70
C 1.98 -1.44 -2.46
H 1.10 -3.22 -5.96
H 0.62 -1.79 -5.03
H 2.34 -2.14 -5.29
H 1.66 -3.46 -1.90
H 2.97 -1.33 -2.02
H 1.26 -1.00 -1.77
H 1.95 -0.89 -3.40
C 0.00 -4.47 -0.62
C 0.06 -4.56 0.89
O 0.61 -3.70 1.57
N -0.51 -5.65 1.47
C -1.19 -6.74 0.81
H 0.51 -3.56 -0.92
H 0.50 -5.32 -1.08
H -1.03 -4.43 -0.97
H -0.44 -5.66 2.47
H -2.23 -6.82 1.14
H -0.70 -7.69 1.03
H -1.19 -6.59 -0.27
C -1.27 6.20 7.47
C -1.30 5.71 6.04
O -0.36 5.84 5.29
N -2.45 5.10 5.61
C -3.67 4.85 6.35
H -0.30 6.65 7.65
H -2.05 6.95 7.65
H -1.41 5.37 8.17
H -2.40 4.79 4.65
H -3.88 3.78 6.40
H -4.52 5.34 5.87
H -3.58 5.23 7.36
C -0.17 -4.16 -5.18
C -1.19 -4.57 -4.15
O -0.90 -5.32 -3.23
N -2.45 -4.07 -4.27
C -2.97 -3.17 -5.28
H 0.77 -4.64 -4.94
H -0.48 -4.47 -6.18
H -0.03 -3.08 -5.18
H -3.08 -4.38 -3.54
H -3.33 -2.25 -4.82
H -3.79 -3.63 -5.82
H -2.19 -2.92 -5.99
*
```